This record from the OMol25 dataset describes 14 unconnected molecules or ions with the total composition C35H105N21O14 in a non-equilibrium geometry. The level of theory is ωB97M-V/def2-TZVPD.

```
175
Properties=species:S:1:pos:R:3:forces:R:3:mulliken_charge:R:1
C -6.724301 22.957999 5.463700 0.62 -1.36 -0.60 -1.598
C -7.538199 22.079425 4.513118 -0.55 0.40 -1.21 2.800
C -7.789343 20.638472 5.008355 -0.83 1.07 0.08 -1.190
O -6.673219 19.814440 4.854277 0.56 -0.09 0.14 -0.480
C -6.525924 19.353911 3.501818 0.07 -0.04 0.75 0.711
N -8.838722 22.707843 4.176283 -0.17 -0.72 1.00 -0.551
H -7.305832 23.187240 6.355664 0.03 0.31 -0.05 0.429
H -6.350614 23.820845 4.913457 -0.23 0.33 0.33 0.309
H -5.843471 22.377224 5.756163 0.05 0.15 0.21 0.368
H -7.060334 21.979927 3.531356 0.52 0.07 0.22 -1.525
H -8.678016 20.226489 4.517942 0.12 0.03 -0.39 0.384
H -8.113690 20.738996 6.050368 0.57 -0.46 0.28 0.450
H -6.837693 18.309191 3.472363 -0.46 0.08 -0.33 0.134
H -5.483885 19.350362 3.183102 0.11 0.31 0.27 -0.013
H -7.097662 20.027877 2.867491 -0.08 -0.47 -0.41 -0.531
H -8.755308 23.668947 3.867303 0.26 0.02 0.00 0.194
H -9.287334 22.762459 5.090640 -0.56 0.25 -0.31 0.271
C -13.665564 20.039178 -4.711694 -0.47 -0.98 0.16 -1.589
C -14.034731 20.065527 -3.222038 0.52 1.34 -1.02 0.283
C -12.801273 19.757235 -2.381471 -0.67 -1.26 -0.29 0.166
O -13.126760 19.828215 -1.012077 0.25 -0.24 -0.02 -0.417
C -12.057590 19.369866 -0.204019 0.61 0.53 -0.45 -0.130
N -14.536383 21.438380 -2.913067 0.74 -0.60 0.89 -0.782
H -13.466270 19.007475 -5.018369 0.46 0.05 0.06 0.388
H -12.812493 20.678052 -4.937170 -0.03 0.04 -0.07 0.337
H -14.529418 20.291006 -5.327325 0.04 0.49 0.13 0.413
H -14.820207 19.324803 -3.077704 -0.08 0.12 0.41 0.324
H -11.969716 20.394326 -2.707156 0.07 0.30 0.40 0.007
H -12.511747 18.714644 -2.579348 0.22 -0.04 -0.21 0.051
H -12.362629 19.352786 0.836736 -0.07 -0.09 -0.02 0.368
H -11.195240 20.036847 -0.321362 -0.06 0.22 0.26 -0.092
H -11.638624 18.408961 -0.520230 -0.52 -0.33 0.04 0.115
H -13.823576 22.093269 -3.241325 -0.14 -0.07 -0.54 0.374
H -14.318520 21.507593 -1.914487 -0.87 0.03 -0.09 0.186
C -13.179494 22.449052 0.309168 0.39 -0.28 -1.28 -0.515
C -12.879336 23.930377 0.519473 0.79 -0.99 1.58 0.824
C -14.006432 24.642340 1.180591 -0.63 -0.39 -0.03 -1.031
O -13.699336 26.008086 1.417864 -1.16 -0.63 -0.32 -0.317
C -14.895851 26.777116 1.486700 0.38 0.19 0.23 -0.763
N -11.759772 24.010098 1.515538 0.71 -1.06 -0.52 -0.676
H -13.454988 21.815560 1.156279 -0.68 0.66 0.30 0.372
H -12.267392 21.921340 0.007973 0.08 0.58 -0.31 0.099
H -13.856722 22.324958 -0.541554 -0.19 -0.10 0.61 -0.009
H -12.666868 24.391903 -0.442362 0.54 0.06 0.19 0.141
H -14.213071 24.084995 2.105660 -0.02 0.38 0.33 0.319
H -14.913572 24.495984 0.579629 -0.03 0.43 -0.17 0.463
H -14.677996 27.541326 2.231886 -0.35 0.29 -0.21 0.252
H -15.787776 26.222480 1.790292 0.24 -0.29 0.34 0.342
H -15.172736 27.203485 0.517697 0.32 0.21 -0.05 0.268
H -10.996674 23.444904 1.129430 0.28 0.88 -0.68 0.009
H -11.988355 23.279330 2.198366 -0.64 0.64 0.49 0.337
C -4.997889 20.909598 0.757093 0.34 0.89 0.33 -1.061
C -5.749024 20.035821 -0.215038 -0.05 -0.07 1.07 4.807
C -6.605833 20.866304 -1.182480 1.15 -0.14 0.47 -0.786
O -7.426331 21.834400 -0.555928 -0.23 -0.52 0.32 0.899
C -8.437636 21.284652 0.312161 0.40 0.37 -0.49 0.174
N -4.743075 19.216730 -0.890300 -0.81 0.15 -0.34 0.332
H -5.612117 21.564387 1.382106 -0.28 -0.01 -0.28 -0.537
H -4.339360 21.541064 0.150865 0.07 0.14 0.16 0.316
H -4.367217 20.387831 1.479486 0.03 -0.40 -0.31 0.410
H -6.437123 19.390319 0.347931 -0.09 0.18 0.03 -2.548
H -7.138416 20.129484 -1.793389 -0.45 0.40 -0.27 0.105
H -5.932196 21.475836 -1.781004 0.00 -0.39 -0.44 -0.852
H -9.022317 20.556049 -0.251814 -0.03 -0.17 0.24 -0.194
H -9.074354 22.114998 0.605637 -0.02 0.01 -0.03 -0.474
H -7.973036 20.840288 1.190670 -0.17 -0.16 -0.02 -0.071
H -5.189280 18.676212 -1.625516 0.22 -0.20 -0.02 -0.458
H -4.351522 18.575201 -0.206507 -0.12 -0.20 0.02 0.195
C -9.437411 13.741027 -3.527662 0.52 0.07 -0.94 -1.537
C -10.365614 14.620699 -2.712812 -0.24 -1.04 0.79 0.942
C -10.276795 16.094445 -2.959797 0.39 0.56 -1.09 -0.671
O -8.929078 16.534189 -2.881560 0.34 -0.44 -0.07 -0.466
C -8.708816 17.920703 -3.042360 -0.56 0.48 0.70 0.572
N -11.764205 14.225952 -2.942056 0.03 0.38 0.09 -0.728
H -8.485380 14.215837 -3.775165 0.03 -0.03 0.20 0.358
H -9.920942 13.511276 -4.481849 0.04 0.19 -0.10 0.360
H -9.231496 12.758587 -3.100060 -0.08 0.15 0.39 0.380
H -10.153446 14.478579 -1.645992 -0.05 -0.15 -0.03 -0.191
H -10.918068 16.636284 -2.261378 0.03 0.08 0.07 0.162
H -10.636102 16.268392 -3.983727 -0.14 0.26 -0.02 0.443
H -7.743172 18.216799 -2.627311 0.05 -0.49 0.16 -0.879
H -9.484383 18.401345 -2.436108 0.08 0.57 -0.33 0.110
H -8.684117 18.282916 -4.073451 -0.47 -0.30 -0.13 0.343
H -12.000460 14.545901 -3.878087 -0.19 -0.06 0.04 0.309
H -11.818523 13.215435 -2.986655 -0.07 -0.03 0.14 0.274
C -3.513244 23.481881 2.666745 -0.66 -1.10 -0.38 -1.072
C -2.399504 24.496707 2.895982 -0.95 0.21 -0.27 0.713
C -1.809196 24.406934 4.311620 -0.09 0.03 -1.69 -0.888
O -0.948449 25.517236 4.523437 -0.41 -0.43 0.74 -0.350
C -0.248656 25.324107 5.759154 -0.65 0.64 -0.52 -0.751
N -1.473698 24.373049 1.760162 0.39 -0.39 0.89 -0.758
H -3.805724 23.468228 1.612410 0.17 0.26 -0.08 -0.071
H -4.474054 23.600684 3.175410 0.27 0.65 0.39 0.183
H -3.266126 22.434080 2.869041 0.58 0.11 0.13 0.475
H -2.880882 25.479565 2.836809 0.01 0.16 0.21 0.263
H -1.262779 23.471539 4.460473 0.03 -0.14 -0.04 0.392
H -2.711985 24.392554 4.929452 0.25 0.25 0.60 0.370
H 0.437748 24.493243 5.600218 0.30 0.09 0.51 0.314
H -0.947513 25.144081 6.581554 -0.06 -0.45 -0.07 0.303
H 0.207516 26.275548 6.027014 0.52 -0.17 -0.30 0.258
H -0.756122 25.081913 1.838383 0.02 0.02 -0.27 0.246
H -1.982743 24.460630 0.888620 -0.04 0.51 0.04 0.171
C -4.667376 25.618315 -4.294170 0.20 0.30 -1.50 -1.687
C -5.362352 24.376654 -3.758584 -0.02 0.70 1.03 1.387
C -5.099010 23.168563 -4.612011 -0.28 -0.50 -0.80 -1.101
O -6.009426 22.108920 -4.294274 -0.35 0.21 0.18 -0.023
C -5.695148 20.935464 -5.002678 0.53 -0.41 -0.06 -0.530
N -4.928851 24.114522 -2.391303 0.31 -0.60 -0.49 -0.542
H -5.144043 26.576123 -4.083991 -0.12 -0.20 0.57 0.412
H -4.687134 25.588394 -5.391841 -0.09 -0.06 -0.03 0.437
H -3.604986 25.701355 -4.065271 -0.08 -0.27 0.46 0.356
H -6.447867 24.557267 -3.757934 -0.05 -0.04 -0.39 -0.253
H -4.084595 22.763637 -4.530156 0.17 0.33 0.21 0.379
H -5.265904 23.450167 -5.658992 0.08 -0.03 -0.09 0.399
H -5.837277 21.011795 -6.086316 0.00 0.37 -0.05 0.352
H -6.299636 20.083814 -4.687912 -0.22 0.28 0.37 -0.011
H -4.650987 20.668679 -4.812187 0.05 -0.09 -0.11 0.207
H -5.253315 23.177497 -2.191395 -0.06 0.18 0.62 -0.043
H -5.243809 24.795668 -1.708473 0.02 -0.17 -0.01 0.187
C -8.914014 17.199151 0.861030 0.16 0.43 0.42 0.533
O -9.471781 18.245761 1.160419 -0.10 -0.46 -0.24 -0.481
N -9.562108 16.004650 0.617583 -0.58 0.16 0.20 -0.364
N -7.564005 17.055961 0.828959 -0.11 -0.38 -0.17 0.180
H -10.563935 15.983067 0.704312 0.04 0.17 -0.09 0.288
H -9.148227 15.291436 0.051047 0.11 0.00 -0.07 0.131
H -7.228347 16.149264 0.578211 0.54 0.08 -0.02 0.053
H -6.925024 17.829325 0.857910 -0.05 -0.06 0.08 -0.465
C -9.994823 23.648037 -2.344048 0.83 -0.35 0.94 0.438
O -10.431577 23.593649 -1.196936 -0.07 0.39 -0.59 -0.497
N -8.889629 22.941736 -2.715653 -0.56 -0.03 -0.60 0.172
N -10.508200 24.437632 -3.335160 -0.52 0.05 -0.07 -0.409
H -8.289042 22.535722 -2.006612 -0.13 -0.01 0.00 -0.186
H -8.620359 22.966766 -3.681433 0.54 -0.07 0.10 0.110
H -10.208781 24.333245 -4.283972 0.13 0.19 -0.05 0.132
H -11.118619 25.198093 -3.101785 -0.16 -0.18 0.08 0.225
C -1.005335 20.483564 1.326239 1.11 0.33 0.54 0.654
O -1.613850 20.180522 2.356888 -0.38 0.12 -0.54 -0.847
N -0.115265 19.603056 0.765802 -0.06 -0.63 0.04 -0.396
N -0.980245 21.701475 0.718151 -0.51 -0.55 -0.08 -0.165
H 0.380636 19.754915 -0.091764 -0.14 0.16 -0.12 0.141
H 0.010210 18.708198 1.202358 -0.18 0.02 0.00 0.241
H -0.273161 21.756837 0.009420 0.02 0.51 -0.12 0.232
H -1.291188 22.575884 1.160007 0.27 -0.35 0.19 0.214
C -2.132093 20.027646 -3.296716 1.44 0.33 0.20 0.439
O -1.197352 20.526573 -3.943766 -0.91 -0.13 0.10 -0.767
N -2.470174 20.450195 -2.067546 -0.39 0.54 1.64 0.074
N -2.801264 18.931561 -3.731820 0.05 -0.21 -0.84 -0.255
H -2.056412 21.271600 -1.661203 0.33 0.01 -0.50 -0.022
H -3.165991 20.009919 -1.445370 0.00 0.01 -0.99 0.170
H -3.594520 18.504285 -3.277987 0.02 0.10 -0.08 0.267
H -2.631250 18.774283 -4.711946 -0.18 -0.38 0.13 0.218
C -5.863492 25.677701 0.850342 0.04 0.12 0.11 0.691
O -4.942349 25.776791 0.040142 -0.52 0.00 0.53 -0.717
N -6.233787 26.663470 1.711329 0.32 -0.30 -0.45 -0.416
N -6.635806 24.550345 0.978528 1.32 0.60 -1.06 0.036
H -5.722926 27.525590 1.684864 -0.24 0.10 0.29 0.246
H -6.962409 26.417175 2.349036 -0.06 0.79 0.37 0.129
H -7.244355 24.461196 1.765693 -0.12 -0.64 -0.03 0.157
H -6.169618 23.805234 0.479234 -0.88 -0.66 0.39 -0.298
C -3.459613 16.716143 2.061407 -2.11 2.13 0.12 0.461
O -4.314174 17.341886 1.408564 0.61 -0.86 -0.58 -0.466
N -3.633677 15.399036 2.374427 0.88 -0.06 -0.06 -0.422
N -2.446972 17.367992 2.658318 0.34 -1.51 0.18 -0.229
H -3.236838 15.085798 3.242066 -0.15 -0.47 -0.12 0.176
H -4.408162 14.925843 1.955894 -0.25 0.03 0.31 0.221
H -2.203247 18.331382 2.448842 -0.09 0.29 0.27 0.058
H -1.960232 16.795395 3.326987 0.65 0.66 -0.01 0.155
C -5.240520 16.099770 -2.230154 1.00 -0.60 -0.09 0.624
O -4.970981 17.030223 -2.990758 -0.75 -0.32 0.23 -0.785
N -4.263089 15.410802 -1.570921 0.44 -0.22 0.28 -0.318
N -6.474954 15.582941 -2.015424 -0.44 1.19 -0.76 -0.173
H -4.485130 14.822796 -0.792762 -0.05 -0.11 0.03 0.098
H -3.284969 15.579936 -1.722237 -0.14 0.44 -0.12 0.246
H -7.252468 16.017924 -2.516653 0.10 -0.50 0.50 0.210
H -6.646991 14.824138 -1.390815 0.07 -0.24 -0.05 0.216
```
Forces are in eV/Å.

Results
* relative energy (zero: lowest compared OMol25 entry of this formula, charge and spin): 11.1 kcal/mol
* highest occupied orbital energy: -8.376 eV
* LUMO level: -0.19 eV
* Kohn-Sham gap: 0.3007 Eh
* E: -3599.9050 Ha